Entry 1:
Density functional theory data (ωB97M-V with the def2-TZVPD basis set) for C2BrClFIO as an isolated structure in a non-equilibrium geometry.

```
7
Properties=species:S:1:pos:R:3:nbo_charge:R:1
C -0.391 -1.404 0.622 0.49
C 0.030 0.791 -0.584 0.01
O -0.317 -2.405 0.012 -0.43
F -0.787 0.890 -1.576 -0.34
Cl -0.640 -0.837 2.085 0.18
Br -0.086 2.301 0.576 0.04
I 2.191 0.663 -1.134 0.06
```

Computed properties:
LUMO (spin up / spin down)   -1.205 / -0.856 eV
Energy above the lowest of the compared OMol25 structures with the same formula, charge and spin   75.27 kcal per mole
HOMO-LUMO gap (spin up / spin down)   7.30 / 7.81 eV
Calculated total energy   -97500.6250 eV
Maximum force   4.9 eV/A
HOMO energy (spin up / spin down)   -8.5 / -8.7 eV


Entry 2:
Density functional theory data (ωB97M-V with the def2-TZVPD basis set) for C24H43IP2Pm as an isolated structure in a non-equilibrium geometry.

```
71
Properties=species:S:1:pos:R:3:lowdin_spin:R:1
Pm 2.198 0.986 1.419 4.07
C 3.346 2.975 2.410 -0.01
C 1.970 3.263 2.628 -0.01
C 2.442 1.258 3.710 -0.01
C 3.649 1.717 3.088 0.00
C 1.399 2.240 3.440 -0.01
C 4.354 3.863 1.715 0.00
H 3.881 4.461 0.937 0.00
H 5.168 3.271 1.264 0.00
H 4.774 4.514 2.482 0.00
C 4.958 0.970 3.095 0.00
H 5.662 1.389 2.343 0.00
H 4.834 -0.091 2.874 0.00
H 5.382 1.106 4.084 0.00
C 2.295 -0.003 4.541 0.00
H 2.677 0.280 5.521 0.00
H 2.888 -0.817 4.130 0.00
H 1.253 -0.305 4.626 0.00
C -0.032 2.154 3.959 0.00
H -0.011 2.672 4.920 0.00
H -0.364 1.124 4.116 0.00
H -0.735 2.668 3.303 0.00
C 1.245 4.539 2.187 0.00
H 1.288 5.177 3.068 0.00
H 0.206 4.356 1.929 0.00
H 1.761 5.018 1.364 0.00
C 2.658 0.863 -0.878 0.00
C 2.680 2.207 -0.705 -0.01
C 1.594 3.139 -1.080 0.00
C 0.158 2.614 -0.786 0.00
C -0.086 1.826 0.460 0.00
C -0.025 0.458 0.555 0.00
C 0.401 -0.444 -0.577 0.00
C 1.579 0.035 -1.468 0.00
H 1.736 3.271 -2.166 0.00
H -0.186 1.981 -1.610 0.00
H 1.727 4.131 -0.628 0.00
H 1.211 0.634 -2.297 0.00
H 3.599 0.254 -0.572 0.00
H 3.631 2.681 -0.375 0.00
H 2.065 -0.852 -1.900 0.00
H 0.613 -1.462 -0.207 0.00
H -0.349 -0.053 1.503 0.00
H -0.516 -0.516 -1.188 0.00
H -0.525 3.474 -0.741 0.00
H -0.467 2.396 1.337 0.00
P -2.393 -2.782 -2.929 0.00
P -4.731 -4.185 -1.273 0.00
C -3.753 -3.642 -3.894 0.00
C -4.509 -4.691 -3.067 0.00
H -3.271 -4.124 -4.758 0.00
H -4.445 -2.876 -4.276 0.00
H -5.514 -4.847 -3.482 0.00
H -3.979 -5.656 -3.087 0.00
C -5.428 -5.748 -0.603 0.00
H -5.798 -5.564 0.415 0.00
H -4.638 -6.511 -0.540 0.00
H -6.252 -6.133 -1.221 0.00
C -6.300 -3.220 -1.469 0.00
H -7.068 -3.795 -2.008 0.00
H -6.098 -2.286 -2.010 0.00
H -6.681 -2.960 -0.471 0.00
C -0.941 -3.438 -3.860 0.00
H -0.033 -2.917 -3.522 0.00
H -1.057 -3.296 -4.945 0.00
H -0.818 -4.510 -3.647 0.00
C -2.500 -1.104 -3.677 0.00
H -3.411 -0.596 -3.327 0.00
H -2.512 -1.148 -4.776 0.00
H -1.633 -0.511 -3.349 0.00
I 5.776 1.119 -0.054 -0.01
```

Computed properties:
LUMO (spin up / spin down)   -4.339 / -4.205 eV
Charge   +1
Spin multiplicity   5
HOMO-LUMO gap (spin up / spin down)   5.30 / 5.44 eV
Calculated total energy   -68809.6216 eV
Maximum force   3.9 eV/A
HOMO energy (spin up / spin down)   -9.6 / -9.6 eV
Expectation value of S²   6.01


Entry 3:
Density functional theory data (ωB97M-V with the def2-TZVPD basis set) for one molecule with the formula C3H5NO4 in a non-equilibrium geometry.

```
13
Properties=species:S:1:pos:R:3:nbo_charge:R:1
C -0.793 -0.480 -0.306 0.72
C 1.366 -1.035 0.052 0.22
C 0.773 1.307 -0.025 0.23
H -3.488 0.060 0.342 0.47
H 1.363 -0.934 1.251 0.12
H 2.118 -1.730 -0.351 0.19
H 0.745 1.508 1.081 0.15
H 1.079 2.147 -0.612 0.19
N -2.002 -0.869 -0.070 -0.21
O -2.701 0.344 -0.172 -0.56
O 0.184 -1.421 -0.412 -0.48
O 1.809 0.249 -0.339 -0.55
O -0.453 0.855 -0.438 -0.50
```

Computed properties:
LUMO   0.829 eV
Energy above the lowest of the compared OMol25 structures with the same formula, charge and spin   101.19 kcal per mole
HOMO-LUMO gap   10.11 eV
Calculated total energy   -12868.4870 eV
Maximum force   5.3 eV/A
HOMO energy   -9.3 eV


Entry 4:
Density functional theory data (ωB97M-V with the def2-TZVPD basis set) for one molecule with the formula C5H7FN2 in a non-equilibrium geometry.

```
15
Properties=species:S:1:pos:R:3:nbo_charge:R:1
C 0.517 1.358 -0.116 -0.13
C 1.360 0.272 -0.070 -0.40
C -0.846 1.273 -0.448 -0.42
C 1.000 -0.932 -0.554 0.10
C -1.514 0.129 -0.046 0.71
N -0.262 -1.377 -0.377 -0.69
N -1.800 -0.125 1.232 -0.80
F -2.706 -0.127 -0.714 -0.36
H 0.932 2.406 -0.100 0.22
H 2.370 0.343 -0.092 0.21
H -1.470 2.098 -0.898 0.25
H 1.694 -1.572 -0.962 0.18
H -0.559 -2.252 -0.897 0.37
H -1.000 0.135 1.822 0.38
H -1.993 -0.984 1.536 0.38
```

Computed properties:
LUMO   0.870 eV
Energy above the lowest of the compared OMol25 structures with the same formula, charge and spin   69.89 kcal per mole
HOMO-LUMO gap   8.78 eV
Calculated total energy   -10993.2768 eV
Maximum force   5.5 eV/A
HOMO energy   -7.9 eV


Entry 5:
Density functional theory data (ωB97M-V with the def2-TZVPD basis set) for a 2-piece molecular cluster, C2H4IN2 overall.

```
9
Properties=species:S:1:pos:R:3:nbo_charge:R:1
C 1.504 2.195 0.241 0.27
C -1.247 -1.256 -0.264 0.06
N 0.856 1.258 0.255 -0.43
N -0.016 -1.204 0.056 -0.64
I -2.429 0.429 -0.391 0.35
H 2.097 3.072 0.238 0.26
H -1.747 -2.199 -0.482 0.24
H 0.546 -2.050 0.118 0.44
H 0.435 -0.245 0.230 0.45
```

Computed properties:
LUMO   -4.688 eV
Charge   +1
Energy above the lowest of the compared OMol25 structures with the same formula, charge and spin   0.00 kcal per mole
HOMO-LUMO gap   9.81 eV
Calculated total energy   -13211.6447 eV
Maximum force   0.8 eV/A
HOMO energy   -14.5 eV


Entry 6:
Density functional theory data (ωB97M-V with the def2-TZVPD basis set) for one molecule with the formula C4H8O in a non-equilibrium geometry.

```
13
Properties=species:S:1:pos:R:3:nbo_charge:R:1
C -0.709 -0.748 0.963 -0.66
C 0.038 0.119 -0.117 0.23
C 0.490 -0.453 -1.593 -0.64
C 0.514 1.268 0.623 -0.11
H -0.131 -1.653 1.363 0.21
H -1.542 -1.156 0.309 0.21
H -1.325 -0.249 1.693 0.24
H -0.247 -1.189 -1.784 0.22
H 0.418 0.666 -2.099 0.26
H 1.406 -0.985 -1.271 0.23
H 1.190 1.854 0.143 0.17
H 0.628 1.112 1.782 0.17
O -0.729 1.414 -0.010 -0.52
```

Computed properties:
LUMO   0.993 eV
Energy above the lowest of the compared OMol25 structures with the same formula, charge and spin   74.12 kcal per mole
HOMO-LUMO gap   10.99 eV
Calculated total energy   -6321.9537 eV
Maximum force   6.0 eV/A
HOMO energy   -10.0 eV


Copy entry 4 word for word.
Density functional theory data (ωB97M-V with the def2-TZVPD basis set) for one molecule with the formula C5H7FN2 in a non-equilibrium geometry.

```
15
Properties=species:S:1:pos:R:3:nbo_charge:R:1
C 0.517 1.358 -0.116 -0.13
C 1.360 0.272 -0.070 -0.40
C -0.846 1.273 -0.448 -0.42
C 1.000 -0.932 -0.554 0.10
C -1.514 0.129 -0.046 0.71
N -0.262 -1.377 -0.377 -0.69
N -1.800 -0.125 1.232 -0.80
F -2.706 -0.127 -0.714 -0.36
H 0.932 2.406 -0.100 0.22
H 2.370 0.343 -0.092 0.21
H -1.470 2.098 -0.898 0.25
H 1.694 -1.572 -0.962 0.18
H -0.559 -2.252 -0.897 0.37
H -1.000 0.135 1.822 0.38
H -1.993 -0.984 1.536 0.38
```

Computed properties:
LUMO   0.870 eV
Energy above the lowest of the compared OMol25 structures with the same formula, charge and spin   69.89 kcal per mole
HOMO-LUMO gap   8.78 eV
Calculated total energy   -10993.2768 eV
Maximum force   5.5 eV/A
HOMO energy   -7.9 eV


Question: Number 4 is which compound?
Answer: C5H7FN2